1.
The following is a DFT calculation (the ωB97M-V functional and the def2-TZVPD basis) of a 8-piece molecular cluster, C14H44O12 overall.

Output
F_max: 1.333 eV Å⁻¹
total charge: 0
Kohn-Sham gap: 10.25 eV
SMILES: CC(C)O.CC(C)O.OCCO.OCCO.OCCO.OCCO.O.O
energy relative to the best compared isomer or geometry (same formula, charge and spin): 0.0 kJ/mol
HOMO level: -9.793 eV

Each line ends with the Mulliken charge.
Geometry (Å):
O -0.541 -0.830 0.134  -0.713
O -0.297 0.947 -2.242  -0.380
O 3.454 1.503 -1.303  -0.572
O 1.084 -2.632 -4.937  -0.600
O 1.211 -0.849 5.190  -0.581
O -2.078 5.095 0.983  -0.545
O -0.842 1.656 1.533  -0.252
O -3.852 -4.927 1.701  -0.522
O -3.303 0.596 2.146  -0.565
O -0.941 3.038 -4.289  -0.535
O -3.662 -2.080 2.753  -0.646
O 4.398 -0.640 0.496  -0.588
C 0.521 -0.232 4.097  0.483
C -0.826 -0.942 4.058  -1.118
C -3.427 -3.769 0.953  -0.723
C 1.889 -2.141 -2.722  -0.621
C 0.370 2.710 -3.801  -0.831
C -0.776 3.057 1.416  -0.506
C 2.636 0.727 -0.424  1.277
C -2.766 -2.793 1.884  0.428
C 1.355 -1.569 -4.021  0.928
C 1.278 -0.471 2.797  -0.981
C -2.153 3.701 1.247  -0.673
C 3.211 -0.686 -0.286  -1.022
C 0.230 2.249 -2.342  0.372
C 2.340 -0.583 -4.676  -1.300
H -4.302 -3.344 0.463  0.314
H 5.120 -0.354 -0.068  0.370
H 0.621 -0.388 1.928  0.296
H 1.199 -2.909 -2.365  0.331
H -2.001 -3.258 2.517  0.242
H -3.496 -0.355 2.308  0.213
H -4.159 -2.740 3.248  0.325
H -2.146 -2.054 1.371  0.045
H 1.651 0.714 -0.896  -0.949
H 2.476 -1.351 0.167  0.371
H -0.251 3.472 2.290  0.292
H 3.473 -1.053 -1.284  0.656
H -0.657 -2.020 4.069  0.329
H -1.116 3.927 -3.965  0.346
H -1.435 -0.682 4.922  0.334
H 2.033 -0.380 5.364  0.339
H -0.101 -0.472 -0.647  0.199
H -1.769 5.473 1.817  0.327
H 2.247 0.023 2.705  0.383
H -0.692 -0.047 0.694  0.130
H 0.813 1.899 -4.377  0.203
H -2.779 3.436 2.108  0.378
H 1.844 -0.154 -5.551  0.456
H 4.260 1.720 -0.820  0.335
H -3.906 -5.645 1.066  0.304
H -0.141 3.364 0.579  0.274
H 2.876 -2.585 -2.841  0.502
H -2.671 3.236 0.404  0.350
H 0.393 -1.097 -3.796  -0.092
H 1.594 -1.518 2.677  0.448
H 2.465 1.179 0.555  0.278
H -1.004 0.889 -2.899  0.251
H 1.866 -1.367 -1.953  -0.482
H -1.777 1.376 1.680  0.246
H -1.402 -0.709 3.168  0.153
H 0.401 0.837 4.285  0.186
H 1.064 3.553 -3.845  0.384
H 0.877 -2.241 -5.791  0.337
H 3.300 -1.031 -4.917  0.394
H -2.672 -4.093 0.235  0.366
H 2.518 0.246 -3.985  0.124
H -3.893 1.082 2.732  0.267
H 1.206 2.323 -1.852  0.128
H -0.439 2.966 -1.847  0.100

---

2.
The following is a DFT calculation (the ωB97M-V functional and the def2-TZVPD basis) of one molecule with the formula C3H4Cl2O.

Output
F_max: 5.669 eV Å⁻¹
total charge: 0
Kohn-Sham gap: 8.79 eV
energy relative to the best compared isomer or geometry (same formula, charge and spin): 354.1 kJ/mol
HOMO level: -8.289 eV

Each line ends with the Mulliken charge.
Geometry (Å):
Cl -2.775 -1.328 0.185  -0.159
Cl -2.343 1.621 -0.320  -0.151
O 0.341 1.050 1.460  -0.516
C -0.016 -0.471 -0.672  -0.836
C -0.252 -0.043 0.804  0.053
C -1.740 0.128 0.308  0.274
H 0.239 0.381 -1.229  0.335
H 0.446 1.941 0.902  0.364
H -0.204 -0.871 1.584  0.278
H -0.278 -1.507 -0.864  0.358

---

3.
The following is a DFT calculation (the ωB97M-V functional and the def2-TZVPD basis) of one molecule with the formula C5H9NO.

Output
F_max: 1.083 eV Å⁻¹
total charge: 0
Kohn-Sham gap: 11.54 eV
SMILES: C[C@@H](O)[C@@H](C)C#N
energy relative to the best compared isomer or geometry (same formula, charge and spin): 108.5 kJ/mol
HOMO level: -10.834 eV

Each line ends with the Mulliken charge.
Geometry (Å):
O -1.054 -1.181 1.362  -0.557
N 0.787 2.941 0.928  -0.457
C -1.307 -0.670 -0.913  -1.459
C 1.532 -0.038 -0.692  -1.517
C 0.715 1.804 0.724  0.146
C 0.634 0.354 0.490  0.664
C -0.860 -0.127 0.434  0.223
H -0.719 -1.552 -1.185  0.326
H 2.567 0.253 -0.489  0.427
H 1.508 -1.121 -0.834  0.351
H -1.212 0.078 -1.708  0.351
H -2.354 -0.978 -0.835  0.376
H 1.220 0.445 -1.623  0.331
H 1.044 -0.121 1.389  0.118
H -0.995 -0.809 2.251  0.342
H -1.504 0.723 0.702  0.336

---

4.
The following is a DFT calculation (the ωB97M-V functional and the def2-TZVPD basis) of C7H13HoNO2P as an isolated structure.

Output
F_max: 2.590 eV Å⁻¹
total charge: 0
Kohn-Sham gap (spin up / spin down): 2.92 / 4.26 eV
energy relative to the best compared isomer or geometry (same formula, charge and spin): 59.2 kJ/mol
HOMO level (spin up / spin down): -2.948 / -4.298 eV
multiplicity: 5

Each line ends with the Mulliken charge.
Geometry (Å):
Ho -0.315 -0.305 -0.568  -0.160
P -0.554 -3.118 -0.785  -0.160
O -0.344 -1.189 1.840  -0.959
O 0.443 0.795 1.164  -0.683
N 1.489 1.411 3.295  -0.571
C -1.657 0.759 -2.532  -0.548
C 0.534 0.070 -2.908  -0.532
C 0.571 1.349 -2.251  -0.415
C -0.852 -0.278 -3.107  -0.480
C -0.780 1.769 -2.031  -0.449
C 0.074 -0.032 2.149  1.574
C 0.247 0.596 3.493  -0.788
H -0.661 -3.646 0.545  0.086
H 0.490 -4.020 -1.198  0.094
H 1.722 2.016 4.099  0.355
H 0.413 -0.172 4.255  0.434
H -1.083 2.769 -1.736  0.423
H 2.279 0.753 3.201  0.428
H -0.585 1.299 3.696  0.226
H 1.394 -0.479 -3.277  0.399
H 1.458 1.956 -2.097  0.392
H 1.250 1.933 2.426  0.343
H -1.571 -3.976 -1.340  0.081
H -2.739 0.862 -2.647  0.415
H -1.225 -1.120 -3.684  0.496

---

5.
The following is a DFT calculation (the ωB97M-V functional and the def2-TZVPD basis) of C3H2CeO as an isolated structure.

Output
F_max: 4.546 eV Å⁻¹
total charge: +2
Kohn-Sham gap (spin up / spin down): 6.56 / 9.69 eV
HOMO level (spin up / spin down): -17.509 / -20.219 eV
multiplicity: 3

Each line ends with the Mulliken charge.
Geometry (Å):
Ce 2.068 1.408 -0.569  1.979
O 3.058 -0.240 0.418  -0.671
C -2.575 -0.429 0.258  0.088
C -0.663 1.030 -0.553  -0.575
C -1.745 0.415 -0.182  0.383
H 3.268 -1.120 0.108  0.371
H -3.412 -1.064 0.520  0.424

---

6.
The following is a DFT calculation (the ωB97M-V functional and the def2-TZVPD basis) of a 2-piece molecular cluster, C5H9NOS overall.

Output
F_max: 4.821 eV Å⁻¹
total charge: 0
Kohn-Sham gap: 9.11 eV
SMILES: CSC1CC1.N=C=O
energy relative to the best compared isomer or geometry (same formula, charge and spin): 239.1 kJ/mol
HOMO level: -8.371 eV

Each line ends with the Mulliken charge.
Geometry (Å):
S -0.978 0.068 1.436  -0.114
O 3.004 0.663 2.094  -0.420
N 4.092 -1.231 1.335  -0.353
C 0.743 -0.143 -0.983  -0.065
C -1.075 1.859 1.268  -0.709
C 0.145 -1.439 -0.798  -0.665
C 3.537 -0.255 1.643  0.478
C -0.607 -0.231 -0.344  -0.283
H -2.112 2.031 0.837  0.245
H 4.169 -2.245 1.088  0.319
H 0.687 0.518 -1.934  0.216
H 0.603 -2.042 -0.085  0.276
H -0.303 -1.981 -1.573  0.229
H 1.695 -0.052 -0.421  -0.047
H -0.840 2.450 2.222  0.317
H -1.410 0.015 -0.990  0.372
H -0.259 2.126 0.536  0.203

---

7.
The following is a DFT calculation (the ωB97M-V functional and the def2-TZVPD basis) of a 3-piece molecular cluster, C14H16BF2IO4S overall.

Output
F_max: 1.505 eV Å⁻¹
total charge: 0
Kohn-Sham gap: 8.13 eV
HOMO level: -9.213 eV

Each line ends with the Mulliken charge.
Geometry (Å):
I -1.449 -1.444 1.291  0.279
S 0.017 -3.191 -0.689  0.645
F 2.422 3.702 0.091  -0.344
F -1.875 1.677 2.685  -0.290
O -0.753 -4.073 0.141  -0.528
O -0.718 -1.699 -0.569  -0.395
O -0.340 -3.556 -2.206  -0.274
O -1.402 -5.568 -2.712  -0.479
C 0.135 4.581 3.436  -0.303
C -2.983 -3.619 -2.359  -0.457
C 2.576 0.254 -2.118  -0.637
C 2.471 2.566 -0.633  0.359
C 3.733 0.766 -1.549  -0.317
C 1.365 0.907 -1.936  -0.333
C -0.791 2.457 2.894  0.559
C -3.784 -3.934 -1.087  -0.874
C 1.306 2.070 -1.183  -0.335
C 1.410 4.048 3.319  -0.582
C 3.686 1.935 -0.803  -0.470
C 0.468 1.903 2.775  -0.390
C 1.574 2.711 2.987  -0.385
C -0.979 3.784 3.218  -0.466
B -1.557 -4.265 -2.399  0.444
H -2.112 -6.102 -2.318  0.318
H -3.879 -4.999 -0.907  0.278
H 2.617 -0.655 -2.704  0.436
H -1.982 4.182 3.297  0.431
H -3.393 -3.452 -0.204  0.130
H 4.677 0.257 -1.687  0.381
H 0.463 0.509 -2.380  0.387
H 2.276 4.674 3.484  0.387
H 2.567 2.295 2.890  0.414
H -3.539 -4.034 -3.192  0.301
H -4.796 -3.571 -1.228  0.353
H 4.578 2.357 -0.359  0.420
H 0.005 5.623 3.696  0.374
H 0.372 2.592 -1.022  0.454
H -2.959 -2.543 -2.479  0.264
H 0.574 0.858 2.519  0.246

---

8.
The following is a DFT calculation (the ωB97M-V functional and the def2-TZVPD basis) of a 2-piece molecular cluster, C3H6O3 overall.

Output
F_max: 1.205 eV Å⁻¹
total charge: 0
Kohn-Sham gap: 11.23 eV
SMILES: CC=O.O=CO
energy relative to the best compared isomer or geometry (same formula, charge and spin): 127.8 kJ/mol
HOMO level: -10.421 eV

Each line ends with the Mulliken charge.
Geometry (Å):
O -1.389 1.116 0.258  -0.553
O 1.180 -0.541 -1.102  -0.501
O 0.987 1.620 -0.400  -0.481
C -1.367 -0.103 0.163  0.141
C 1.545 0.615 -1.050  0.164
C -0.386 -0.976 0.811  -0.905
H 2.449 0.934 -1.588  0.383
H -0.228 -1.955 0.358  0.292
H 0.051 1.453 -0.007  0.419
H -1.117 -1.063 1.642  0.303
H 0.532 -0.515 1.175  0.380
H -2.234 -0.628 -0.263  0.360